Entry 1:
Molecular formula: C4H9N2O2
Method: DFT, ωB97M-V/def2-TZVPD

Properties
total energy = -417.8514 Eh
total charge = -1
frontier orbital gap = 0.284 Eh
SMILES = NCCNCC(=O)[O-]
relative energy (zero: lowest compared OMol25 entry of this formula, charge and spin) = 82.06 kJ/mol

Last column: Mulliken charge in e.
Atoms and positions in Å:
C1 0.738 2.435 0.344  0.58
N1 -0.488 -2.535 1.193  -0.63
O1 1.334 3.521 0.193  -0.75
H1 -1.122 0.829 -0.627  0.28
O2 0.145 1.940 1.330  -0.70
H2 1.713 1.208 -1.232  0.31
H3 -1.746 -0.920 0.549  0.29
C2 -0.945 -1.561 0.162  -0.27
C3 0.212 -0.694 -0.328  -0.49
N2 -0.264 0.484 -1.032  -0.47
H4 0.758 -1.227 -1.126  0.17
C4 0.730 1.591 -0.961  -0.64
H5 0.930 -0.507 0.493  0.30
H6 -1.272 -2.687 1.803  0.23
H7 0.259 -2.049 1.682  0.25
H8 0.385 2.272 -1.750  0.28
H9 -1.368 -2.100 -0.693  0.26

---

Entry 2:
Molecular formula: C4H9N2O2
Method: DFT, ωB97M-V/def2-TZVPD

Properties
total energy = -417.3858 Eh
total charge = +1
frontier orbital gap (alpha / beta) = 0.285 / 0.285 Eh
relative energy (zero: lowest compared OMol25 entry of this formula, charge and spin) = 513.33 kJ/mol

Last column: Mulliken charge in e.
Atoms and positions in Å:
H1 -1.599 1.642 -1.563  0.31
H2 -1.660 1.511 1.117  0.33
H3 2.018 -1.915 0.105  0.34
C1 0.843 -0.106 -0.341  0.38
O1 3.503 -0.013 0.473  -0.15
H4 0.822 0.800 1.396  0.45
C2 1.183 -1.556 -0.614  -1.21
O2 0.260 0.592 -1.338  -0.33
H5 -2.017 -0.055 0.252  0.29
N1 0.050 0.201 0.914  -0.06
C3 -1.192 0.761 0.424  -0.45
H6 1.605 -1.738 -1.550  0.41
H7 0.063 -0.611 1.516  0.34
C4 -0.729 1.513 -0.823  -0.35
H8 -0.378 2.563 -0.699  0.30
H9 0.232 -2.216 -0.553  0.31
N2 2.681 0.766 0.189  0.08

---

Entry 3:
Molecular formula: C4H9N2O2
Method: DFT, ωB97M-V/def2-TZVPD

Properties
total energy = -417.4950 Eh
total charge = +1
frontier orbital gap = 0.399 Eh
SMILES = CN(C=[NH2+])C(=O)CO
relative energy (zero: lowest compared OMol25 entry of this formula, charge and spin) = 226.66 kJ/mol

Last column: Mulliken charge in e.
Atoms and positions in Å:
H1 -1.503 0.089 -2.100  0.39
C1 0.620 -1.238 -0.029  -0.04
C2 1.706 0.899 0.161  -0.85
O1 -0.943 0.062 -1.277  -0.45
H2 -1.014 -2.056 -1.268  0.36
H3 2.620 0.773 0.826  0.33
H4 -0.880 -1.417 1.349  0.25
C3 -0.475 0.515 0.931  0.08
H5 -0.783 1.523 1.174  0.47
N1 -1.252 -0.482 1.440  -0.26
N2 0.670 0.067 0.531  0.18
O2 1.172 -2.164 0.457  -0.44
C4 -0.357 -1.147 -1.262  -0.27
H6 1.401 2.006 -0.017  0.35
H7 -2.159 -0.188 1.856  0.26
H8 2.184 0.671 -0.917  0.29
H9 0.373 -1.250 -2.013  0.35

---

Entry 4:
Molecular formula: C4H9N2O2
Method: DFT, ωB97M-V/def2-TZVPD

Properties
total energy = -417.4032 Eh
total charge = +1
frontier orbital gap = 0.361 Eh
SMILES = CO/C(C)=N\[N+](C)=O
relative energy (zero: lowest compared OMol25 entry of this formula, charge and spin) = 467.73 kJ/mol

Last column: Mulliken charge in e.
Atoms and positions in Å:
H1 1.956 2.583 0.251  0.31
H2 -1.337 -1.149 1.949  0.38
H3 0.474 -0.671 2.379  0.29
C1 2.224 2.038 -0.705  -0.66
H4 -3.175 -0.716 0.273  0.31
N1 1.285 0.926 -0.910  0.79
O1 -1.191 -0.331 -0.551  -0.33
N2 0.755 0.509 0.203  -0.38
C2 -0.224 -0.337 0.350  0.87
O2 1.262 0.392 -1.999  -0.42
H5 3.179 1.555 -0.617  0.34
H6 -0.015 -2.104 1.216  0.40
C3 -0.310 -1.068 1.579  -1.12
H7 -2.024 -2.042 0.111  0.33
C4 -2.395 -1.107 -0.435  -0.65
H8 -2.787 -1.275 -1.497  0.26
H9 2.325 2.796 -1.597  0.28

---

Entry 5:
Molecular formula: C4H9N2O3
Method: DFT, ωB97M-V/def2-TZVPD

Properties
total energy = -492.7852 Eh
total charge = +1
frontier orbital gap = 0.418 Eh
SMILES = NC(=[NH2+])COC(=O)CO
relative energy (zero: lowest compared OMol25 entry of this formula, charge and spin) = 52.88 kJ/mol

Last column: Mulliken charge in e.
Atoms and positions in Å:
C1 2.229 1.028 -0.257  -0.35
H1 -2.687 -1.971 0.361  0.28
H2 0.081 -2.010 0.730  0.40
H3 -1.951 1.226 0.466  0.16
H4 2.919 0.642 -0.958  0.35
O1 1.033 -0.273 1.448  -0.56
C2 -1.413 -0.504 0.267  0.73
H5 1.684 2.298 -1.771  0.32
N1 -2.501 -1.035 0.726  -0.33
O2 0.840 -0.775 -0.684  -0.36
H6 2.797 1.544 0.566  0.29
O3 1.348 1.864 -0.994  -0.58
H7 -0.565 -2.169 -0.936  0.55
H8 -0.458 1.256 -0.347  0.17
C3 -0.314 -1.524 -0.192  -0.74
C4 1.330 -0.004 0.310  0.58
N2 -1.248 0.754 0.050  -0.18
H9 -3.124 -0.346 1.216  0.26

---

Entry 6:
Molecular formula: C4H9N2O3S2
Method: DFT, ωB97M-V/def2-TZVPD

Properties
total energy = -1289.3220 Eh
total charge = -1
frontier orbital gap = 0.270 Eh
relative energy (zero: lowest compared OMol25 entry of this formula, charge and spin) = 219.48 kJ/mol

Last column: Mulliken charge in e.
Atoms and positions in Å:
O1 3.219 -1.638 -0.467  -0.67
C1 -0.258 0.142 -0.445  0.64
H1 0.824 -1.135 -1.536  0.27
N1 0.544 -0.958 -0.479  -0.88
C2 0.537 1.538 0.190  0.46
H2 3.118 -0.273 1.166  0.08
H3 -2.149 -2.021 -0.022  0.33
H4 -1.689 0.910 0.878  0.32
H5 -0.705 -0.430 1.553  0.33
H6 -3.823 0.608 -0.399  0.08
O2 1.591 1.203 0.746  -0.54
C3 -1.288 -0.118 0.693  -0.96
H7 3.574 1.714 -0.478  0.28
S1 -3.696 -0.610 -0.716  -0.27
H8 -0.954 0.480 -1.297  0.37
O3 0.070 2.596 -0.068  -0.63
C4 -2.370 -1.078 0.445  -0.70
H9 -2.887 -1.437 1.310  0.40
S2 2.729 -0.291 -0.159  0.74
N2 3.612 0.797 -0.916  -0.65

---

Entry 7:
Molecular formula: C4H9N2O4
Method: DFT, ωB97M-V/def2-TZVPD

Properties
total energy = -567.9424 Eh
total charge = +1
frontier orbital gap = 0.382 Eh
SMILES = C/C(O)=[N+](/O)C(=O)[C@@H](N)O
relative energy (zero: lowest compared OMol25 entry of this formula, charge and spin) = 274.02 kJ/mol

Last column: Mulliken charge in e.
Atoms and positions in Å:
H1 -1.433 1.618 -1.072  0.32
O1 2.274 -1.088 0.119  -0.43
N1 -0.446 0.899 1.067  -0.47
H2 -1.655 0.362 -2.391  0.41
C1 -1.033 0.749 -1.552  -1.11
H3 2.522 1.160 1.780  0.38
H4 -1.933 -1.910 -0.015  0.45
H5 1.347 1.620 0.067  0.38
C2 -1.056 -0.453 -0.623  0.72
N2 0.092 -1.062 -0.482  0.22
O2 1.608 0.885 1.991  -0.49
H6 -0.893 1.769 1.043  0.20
H7 0.029 0.883 -1.872  0.34
O3 -2.150 -1.144 -0.585  -0.39
C3 1.314 -0.451 0.114  0.48
C4 0.968 0.892 0.750  -0.11
O4 -0.034 -2.458 -0.068  -0.51
H8 0.904 -2.700 -0.233  0.37
H9 -0.426 0.430 1.960  0.27

---

Entry 8:
Molecular formula: C4H9N2O5P
Method: DFT, ωB97M-V/def2-TZVPD

Properties
total energy = -984.8871 Eh
total charge = 0
frontier orbital gap = 0.355 Eh
relative energy (zero: lowest compared OMol25 entry of this formula, charge and spin) = 156.61 kJ/mol

Last column: Mulliken charge in e.
Atoms and positions in Å:
C1 0.527 -1.642 1.465  0.60
N1 0.865 1.718 -1.173  -0.44
C2 -1.255 0.562 0.664  0.58
H1 -1.641 -1.972 1.683  0.26
H2 -0.832 -1.574 3.135  0.41
N2 -1.260 2.512 -2.384  -0.78
C3 -0.799 -1.330 2.150  -0.81
P1 -0.769 1.630 -1.218  0.86
H3 1.141 2.113 -2.012  0.30
H4 1.978 -1.194 -2.115  0.32
O1 -1.283 -0.009 -0.648  -0.47
H5 -2.339 2.517 -2.530  0.26
O2 -1.213 1.963 0.434  -0.44
H6 1.507 0.975 -0.900  0.29
O3 1.674 -1.368 1.860  -0.60
H7 -1.023 0.796 2.603  0.51
O4 2.746 -0.651 -1.841  -0.65
H8 -0.545 -2.181 -0.131  0.36
O5 0.410 -1.978 0.162  -0.43
H9 3.155 -0.983 -1.083  0.31
C4 -1.045 0.097 1.878  -0.43

---

> Among the records above, which one has the highest total energy?

number 2

---

Repeat the fifth record exactly.
Molecular formula: C4H9N2O3
Method: DFT, ωB97M-V/def2-TZVPD

Properties
total energy = -492.7852 Eh
total charge = +1
frontier orbital gap = 0.418 Eh
SMILES = NC(=[NH2+])COC(=O)CO
relative energy (zero: lowest compared OMol25 entry of this formula, charge and spin) = 52.88 kJ/mol

Last column: Mulliken charge in e.
Atoms and positions in Å:
C1 2.229 1.028 -0.257  -0.35
H1 -2.687 -1.971 0.361  0.28
H2 0.081 -2.010 0.730  0.40
H3 -1.951 1.226 0.466  0.16
H4 2.919 0.642 -0.958  0.35
O1 1.033 -0.273 1.448  -0.56
C2 -1.413 -0.504 0.267  0.73
H5 1.684 2.298 -1.771  0.32
N1 -2.501 -1.035 0.726  -0.33
O2 0.840 -0.775 -0.684  -0.36
H6 2.797 1.544 0.566  0.29
O3 1.348 1.864 -0.994  -0.58
H7 -0.565 -2.169 -0.936  0.55
H8 -0.458 1.256 -0.347  0.17
C3 -0.314 -1.524 -0.192  -0.74
C4 1.330 -0.004 0.310  0.58
N2 -1.248 0.754 0.050  -0.18
H9 -3.124 -0.346 1.216  0.26

---

> Which of these has the highest total energy?

number 2